Entry from the OMol25 dataset: a 2-piece molecular cluster, C2H2Br2O3 overall (ωB97M-V/def2-TZVPD).

```
! wB97M-V def2-TZVPD RIJCOSX def2/J DEFGRID3
* xyz 0 1
C 0.576 0.732 -0.333
C 0.196 -0.605 0.835
O 0.812 -0.583 -0.393
O 0.250 0.786 0.989
O -1.184 1.058 -1.243
Br 1.170 -1.539 2.172
Br -1.971 -0.399 -1.836
H 1.143 1.529 -0.967
H -0.991 -0.980 0.775
*
```

Energy above the lowest of the compared OMol25 structures with the same formula, charge and spin (eV): 3.026
Gap between HOMO and LUMO (eV): 9.064

Need the natural (NBO) charges? In units of e they are: atom 1 (C): 0.633, atom 2 (C): 0.246, atom 3 (O): -0.458, atom 4 (O): -0.458, atom 5 (O): -0.814, atom 6 (Br): 0.078, atom 7 (Br): 0.276, atom 8 (H): 0.248, atom 9 (H): 0.249

***

Entry from the OMol25 dataset: a 2-piece molecular cluster, C4H12N3 overall (ωB97M-V/def2-TZVPD).

```
! wB97M-V def2-TZVPD RIJCOSX def2/J DEFGRID3
* xyz 1 1
N 1.063 -1.042 0.483
C 0.836 -2.150 -0.127
N -0.364 -2.770 -0.137
H 0.283 -0.327 1.029
H 2.017 -0.717 0.470
H 1.645 -2.711 -0.622
H -0.334 -3.779 -0.133
H -1.002 -2.432 0.573
N -0.815 0.526 1.360
C -1.001 1.347 0.150
C 0.574 1.786 -1.691
C 0.195 2.044 -0.437
H -1.710 0.140 1.651
H -0.456 1.109 2.119
H -1.788 2.099 0.272
H -1.401 0.739 -0.672
H 1.378 2.357 -2.153
H 0.064 1.127 -2.364
H 0.818 2.654 0.231
*
```

Energy above the lowest of the compared OMol25 structures with the same formula, charge and spin (eV): 1.586
Gap between HOMO and LUMO (eV): 10.442

Need the natural (NBO) charges? In units of e they are: atom 1 (N): -0.717, atom 2 (C): 0.387, atom 3 (N): -0.751, atom 4 (H): 0.432, atom 5 (H): 0.415, atom 6 (H): 0.215, atom 7 (H): 0.421, atom 8 (H): 0.395, atom 9 (N): -0.808, atom 10 (C): -0.278, atom 11 (C): -0.349, atom 12 (C): -0.222, atom 13 (H): 0.404, atom 14 (H): 0.399, atom 15 (H): 0.219, atom 16 (H): 0.206, atom 17 (H): 0.218, atom 18 (H): 0.199, atom 19 (H): 0.214

***

Entry from the OMol25 dataset: a 2-piece molecular cluster, C6H11NO overall (ωB97M-V/def2-TZVPD).

```
! wB97M-V def2-TZVPD RIJCOSX def2/J DEFGRID3
* xyz 0 1
C 2.540 -0.439 -0.222
C 1.234 -0.503 0.436
N 0.855 -1.342 1.282
C -0.331 -0.726 0.511
C -1.005 -1.672 -0.439
H 2.826 -1.428 -0.588
H 2.502 0.253 -1.065
H 3.281 -0.066 0.487
H -0.966 -0.425 1.333
H -1.218 -2.638 0.024
H -0.411 -1.832 -1.343
H -1.968 -1.251 -0.750
C -1.585 1.908 0.358
C -0.361 1.288 -0.277
O 0.780 1.754 0.020
H -1.654 2.942 0.019
H -1.477 1.892 1.445
H -2.494 1.370 0.076
H -0.546 0.917 -1.307
*
```

Energy above the lowest of the compared OMol25 structures with the same formula, charge and spin (eV): 4.747
Gap between HOMO and LUMO (eV): 9.441

Need the natural (NBO) charges? In units of e they are: atom 1 (C): -0.676, atom 2 (C): 0.376, atom 3 (N): -0.326, atom 4 (C): -0.231, atom 5 (C): -0.641, atom 6 (H): 0.240, atom 7 (H): 0.250, atom 8 (H): 0.258, atom 9 (H): 0.243, atom 10 (H): 0.224, atom 11 (H): 0.213, atom 12 (H): 0.213, atom 13 (C): -0.701, atom 14 (C): 0.410, atom 15 (O): -0.659, atom 16 (H): 0.245, atom 17 (H): 0.228, atom 18 (H): 0.207, atom 19 (H): 0.127

***

Entry from the OMol25 dataset: C4H12F12LiN2O14S4 as an isolated structure (ωB97M-V/def2-TZVPD).

```
! wB97M-V def2-TZVPD RIJCOSX def2/J DEFGRID3
* xyz 0 2
Li -6.497 -9.267 -19.346
C -3.562 -7.965 -21.495
F -4.527 -8.439 -22.289
F -2.687 -8.877 -21.215
F -3.090 -6.989 -22.281
S -4.279 -7.206 -19.840
O -3.190 -6.334 -19.352
O -5.504 -6.460 -20.230
N -4.692 -8.691 -19.047
S -3.876 -8.534 -17.802
O -2.477 -8.915 -18.131
O -4.070 -7.433 -16.928
C -4.535 -10.139 -16.827
F -5.769 -10.495 -17.208
F -3.631 -11.114 -17.083
F -4.557 -9.897 -15.484
C 0.027 -8.117 -24.763
F -1.190 -7.497 -24.496
F -0.032 -8.924 -25.766
F 0.954 -7.211 -25.062
S 0.601 -9.113 -23.196
O 0.589 -8.112 -22.160
O -0.360 -10.134 -22.864
N 2.190 -9.765 -23.750
S 3.124 -8.739 -23.135
O 2.946 -7.355 -23.400
O 3.566 -9.172 -21.767
C 4.673 -9.192 -24.201
F 5.744 -8.376 -23.824
F 5.060 -10.468 -24.035
F 4.409 -8.882 -25.450
O -3.830 -13.455 -15.267
H -4.536 -13.589 -15.900
H -3.303 -12.749 -15.640
O -7.152 -8.527 -21.266
H -7.755 -9.188 -21.606
H -7.332 -7.746 -21.790
O -7.700 -5.281 -21.420
H -7.310 -5.887 -20.790
H -7.006 -4.650 -21.608
O -7.948 -8.917 -17.871
H -8.750 -9.411 -18.043
H -8.052 -8.595 -16.975
O -0.875 -11.114 -18.997
H 0.066 -11.288 -18.953
H -0.990 -10.296 -18.514
O -4.235 -11.243 -20.084
H -4.913 -11.206 -20.759
H -4.142 -10.337 -19.788
*
```

Gap between HOMO and LUMO (alpha / beta) (eV): 9.415 / 5.109

Need the natural (NBO) charges? In units of e they are: atom 1 (Li): 0.915, atom 2 (C): 0.790, atom 3 (F): -0.326, atom 4 (F): -0.268, atom 5 (F): -0.310, atom 6 (S): 2.065, atom 7 (O): -0.820, atom 8 (O): -0.947, atom 9 (N): -1.290, atom 10 (S): 2.197, atom 11 (O): -0.949, atom 12 (O): -0.885, atom 13 (C): 0.749, atom 14 (F): -0.334, atom 15 (F): -0.310, atom 16 (F): -0.314, atom 17 (C): 0.807, atom 18 (F): -0.297, atom 19 (F): -0.284, atom 20 (F): -0.293, atom 21 (S): 2.026, atom 22 (O): -0.857, atom 23 (O): -0.832, atom 24 (N): -0.787, atom 25 (S): 2.102, atom 26 (O): -0.775, atom 27 (O): -0.645, atom 28 (C): 0.754, atom 29 (F): -0.327, atom 30 (F): -0.297, atom 31 (F): -0.295, atom 32 (O): -0.939, atom 33 (H): 0.463, atom 34 (H): 0.476, atom 35 (O): -0.982, atom 36 (H): 0.479, atom 37 (H): 0.520, atom 38 (O): -0.959, atom 39 (H): 0.482, atom 40 (H): 0.478, atom 41 (O): -0.975, atom 42 (H): 0.487, atom 43 (H): 0.509, atom 44 (O): -0.945, atom 45 (H): 0.458, atom 46 (H): 0.486, atom 47 (O): -0.926, atom 48 (H): 0.448, atom 49 (H): 0.474

***

Entry from the OMol25 dataset: C7H25AsCaClF6KMgN2O13P as an isolated structure (ωB97M-V/def2-TZVPD).

```
! wB97M-V def2-TZVPD RIJCOSX def2/J DEFGRID3
* xyz 1 1
C 2.628 -1.265 -0.495
C 3.538 -0.284 -1.226
C 2.752 1.026 -1.657
N 1.365 0.587 -1.857
O 0.431 1.722 -1.957
P -0.263 2.053 -0.641
O -0.621 3.476 -0.706
O 0.695 1.929 0.676
O -1.642 1.250 -0.398
C -1.639 -0.194 -0.866
C -3.022 -0.554 -1.291
N -3.218 -1.750 -1.630
H 1.879 -0.783 0.122
H 2.156 -1.938 -1.187
H 3.224 -1.879 0.160
H 4.395 -0.037 -0.596
H 3.882 -0.728 -2.139
H 2.797 1.828 -0.917
H 3.242 1.396 -2.542
H 1.323 0.131 -2.764
H 0.679 1.022 1.037
H -1.344 -0.860 -0.071
H -0.984 -0.347 -1.712
H -3.807 0.202 -1.313
H -4.177 -1.923 -1.911
F 8.928 0.291 -2.558
As 7.286 0.782 -2.759
F 6.810 -0.881 -2.436
F 7.347 0.436 -4.422
F 5.609 1.188 -2.901
F 7.734 2.398 -3.049
F 7.161 1.111 -1.060
O 1.157 0.620 3.760
H 1.957 0.715 4.289
H 0.822 1.438 3.395
H 0.007 0.137 4.172
O -1.054 0.122 4.069
H -1.080 0.099 3.103
K 3.300 1.850 0.579
Ca -3.062 2.149 1.240
O -4.483 0.187 4.241
Cl -5.638 1.054 4.313
O -6.846 0.320 4.278
O -5.573 1.905 3.080
O -5.566 1.924 5.434
O 9.258 -2.211 -1.469
H 8.386 -1.986 -1.897
O -0.141 -2.487 -3.142
H -1.071 -2.281 -2.939
C -5.896 -2.581 0.533
C -6.129 -1.471 1.551
O -7.491 -1.121 1.639
H -6.269 -2.280 -0.449
H -4.835 -2.832 0.449
H -6.437 -3.482 0.820
H -5.608 -0.552 1.255
H -5.754 -1.768 2.535
H -7.986 -1.895 1.923
Mg 0.890 5.028 -1.696
*
```

Gap between HOMO and LUMO (eV): 1.434

Need the Löwdin charges? In units of e they are: atom 1 (C): -0.082, atom 2 (C): -0.213, atom 3 (C): -0.267, atom 4 (N): 0.005, atom 5 (O): -0.180, atom 6 (P): 0.305, atom 7 (O): -0.450, atom 8 (O): -0.189, atom 9 (O): -0.385, atom 10 (C): -0.114, atom 11 (C): -0.217, atom 12 (N): 0.177, atom 13 (H): 0.043, atom 14 (H): 0.083, atom 15 (H): 0.088, atom 16 (H): 0.086, atom 17 (H): 0.120, atom 18 (H): -0.089, atom 19 (H): 0.122, atom 20 (H): 0.151, atom 21 (H): 0.071, atom 22 (H): 0.140, atom 23 (H): 0.096, atom 24 (H): 0.121, atom 25 (H): 0.081, atom 26 (F): -0.219, atom 27 (As): 0.664, atom 28 (F): -0.279, atom 29 (F): -0.214, atom 30 (F): -0.258, atom 31 (F): -0.219, atom 32 (F): -0.268, atom 33 (O): 0.030, atom 34 (H): 0.121, atom 35 (H): 0.071, atom 36 (H): -0.024, atom 37 (O): -0.115, atom 38 (H): -0.035, atom 39 (K): 0.917, atom 40 (Ca): 1.688, atom 41 (O): -0.390, atom 42 (Cl): 0.635, atom 43 (O): -0.291, atom 44 (O): -0.488, atom 45 (O): -0.309, atom 46 (O): 0.142, atom 47 (H): 0.014, atom 48 (O): -0.277, atom 49 (H): -0.117, atom 50 (C): -0.093, atom 51 (C): -0.346, atom 52 (O): -0.062, atom 53 (H): 0.070, atom 54 (H): 0.059, atom 55 (H): 0.081, atom 56 (H): 0.081, atom 57 (H): 0.111, atom 58 (H): 0.095, atom 59 (Mg): 0.727

***

Entry from the OMol25 dataset: C5H14BrClGaO2 as an isolated structure (ωB97M-V/def2-TZVPD).

```
! wB97M-V def2-TZVPD RIJCOSX def2/J DEFGRID3
* xyz -1 1
O 1.302 4.098 -1.135
C 1.611 2.746 -0.748
C 0.432 1.812 -0.865
Ga -1.341 2.560 -0.402
Cl -2.678 0.702 -0.373
Br -2.242 3.904 -2.206
H 1.567 4.238 -2.048
H 1.951 2.821 0.289
H 2.480 2.393 -1.321
H 0.518 0.969 -0.177
H 0.349 1.382 -1.869
H -1.563 3.323 0.962
C -0.294 -2.937 -0.448
C 0.147 -2.219 0.819
C -0.167 -3.026 2.072
O -0.403 -0.919 0.885
H -1.378 -3.084 -0.433
H -0.043 -2.339 -1.322
H 0.180 -3.917 -0.536
H 1.226 -2.043 0.771
H -1.248 -3.179 2.152
H 0.173 -2.494 2.960
H 0.310 -4.008 2.043
H -1.368 -0.963 0.870
*
```

Energy above the lowest of the compared OMol25 structures with the same formula, charge and spin (eV): 0.000
Gap between HOMO and LUMO (eV): 8.280

Need the natural (NBO) charges? In units of e they are: atom 1 (O): -0.735, atom 2 (C): -0.062, atom 3 (C): -0.962, atom 4 (Ga): 1.122, atom 5 (Cl): -0.645, atom 6 (Br): -0.585, atom 7 (H): 0.461, atom 8 (H): 0.159, atom 9 (H): 0.138, atom 10 (H): 0.247, atom 11 (H): 0.206, atom 12 (H): -0.340, atom 13 (C): -0.630, atom 14 (C): 0.101, atom 15 (C): -0.628, atom 16 (O): -0.722, atom 17 (H): 0.201, atom 18 (H): 0.225, atom 19 (H): 0.192, atom 20 (H): 0.161, atom 21 (H): 0.197, atom 22 (H): 0.213, atom 23 (H): 0.195, atom 24 (H): 0.487

***

Entry from the OMol25 dataset: an isolated molecule of C2H3IN2 (ωB97M-V/def2-TZVPD).

```
! wB97M-V def2-TZVPD RIJCOSX def2/J DEFGRID3
* xyz 0 3
C 0.049 0.074 0.573
C -0.201 0.163 -0.892
N -0.160 1.068 1.532
N 0.987 0.715 1.336
I -0.243 -2.254 1.360
H -0.237 -0.945 -1.173
H 0.808 0.460 -1.360
H -1.003 0.718 -1.378
*
```

Energy above the lowest of the compared OMol25 structures with the same formula, charge and spin (eV): 2.365
Gap between HOMO and LUMO (alpha / beta) (eV): 6.802 / 6.275

Need the natural (NBO) charges? In units of e they are: atom 1 (C): 0.332, atom 2 (C): -0.734, atom 3 (N): -0.157, atom 4 (N): -0.174, atom 5 (I): -0.059, atom 6 (H): 0.259, atom 7 (H): 0.262, atom 8 (H): 0.270

***

Number 1: calculated total energy -5450.985104 a.u.. Number 2: calculated total energy -323.619984 a.u.. Number 3: calculated total energy -365.057022 a.u.. Number 4: calculated total energy -4120.948762 a.u.. Number 5: calculated total energy -6482.569036 a.u.. Number 6: calculated total energy -5308.528687 a.u.. Number 7: calculated total energy -484.976072 a.u..